This record from OMol25 describes C5H4HgO4 as an isolated structure in a non-equilibrium geometry. The level of theory is the ωB97M-V functional and the def2-TZVPD basis.

Properties
Orbital gap (alpha / beta): 3.3 / 2.9 eV
⟨S²⟩: 0.758
Total charge: +3
Multiplicity: 2
E: -645.5950 a.u.

```
14
Properties=species:S:1:pos:R:3:forces:R:3:nbo_charge:R:1
C -3.272 0.406 0.008 0.8 -3.2 3.6 -0.525
C -3.519 1.559 -0.276 -0.6 3.8 -1.7 0.251
H -3.377 0.251 1.150 0.1 -0.6 -1.7 0.297
H -0.890 1.614 0.744 -0.6 0.1 -0.3 0.587
O 0.238 -0.122 -0.129 0.1 0.6 -1.5 -0.405
C 0.742 1.114 -0.114 -3.9 -0.6 2.0 1.085
O 1.886 1.351 -0.477 -1.0 -3.8 -0.7 -0.825
O -0.029 1.976 0.424 1.0 -0.1 -0.6 -0.550
Hg 3.123 2.691 -0.659 3.7 4.5 -0.6 1.813
C 1.403 -1.632 0.773 0.9 -2.8 0.3 0.743
C 1.077 -1.233 -0.420 0.6 1.2 1.7 0.001
O 1.688 -2.226 1.797 0.0 1.0 -0.7 -0.417
H 1.625 -1.541 -1.315 -0.7 0.2 -0.3 0.340
H 1.154 -3.027 2.010 -0.4 -0.5 0.4 0.606
```
Positions in Å, forces in eV/Å.

---

This record from OMol25 describes an isolated ion of composition C6H7Br2N4 and charge +1 in a non-equilibrium geometry. The level of theory is the ωB97M-V functional and the def2-TZVPD basis.

Properties
SMILES string: Cc1nn2c(Br)c(C)[nH][n+]2c1Br
Orbital gap: 8.6 eV
Total charge: +1
E: -5599.5094 a.u.

```
19
Properties=species:S:1:pos:R:3:forces:R:3:nbo_charge:R:1
C 0.574 1.979 0.520 -1.3 0.8 -1.1 0.117
C 0.828 1.376 -0.721 0.5 -0.1 -0.8 0.019
C -0.718 -1.839 -0.373 0.2 0.6 0.9 0.164
C -0.992 -1.074 0.741 -0.8 -1.8 -0.2 -0.011
C 1.005 3.309 0.963 0.8 -0.1 3.1 -0.671
C -0.882 -3.300 -0.618 0.1 -0.9 0.2 -0.675
N -0.255 1.233 1.285 0.9 -0.7 -1.1 -0.151
N -0.423 0.169 0.562 -0.5 -1.2 -1.0 0.055
N 0.159 0.176 -0.686 0.1 1.2 1.8 0.028
N 0.105 -1.090 -1.213 -0.2 1.1 4.2 -0.323
Br 1.738 2.036 -2.262 -0.6 -0.6 1.2 0.203
Br -1.991 -1.605 2.248 0.6 0.5 -0.7 0.216
H 2.009 3.426 0.494 -0.8 0.8 0.7 0.250
H 0.307 4.192 0.975 0.6 -1.1 -1.0 0.278
H 1.077 3.121 2.134 0.6 0.7 -2.3 0.261
H -1.218 -3.550 -1.726 0.8 0.4 2.5 0.267
H -1.627 -3.690 0.181 1.3 0.4 -1.7 0.277
H 0.195 -3.698 -0.354 -2.2 0.2 -0.8 0.269
H 0.109 -1.172 -2.150 0.1 -0.2 -4.0 0.427
```
Positions in Å, forces in eV/Å.

---

This record from OMol25 describes C39H33AsF4N13P2S4Tl as an isolated structure. The level of theory is the ωB97M-V functional and the def2-TZVPD basis.

Properties
Orbital gap (alpha / beta): 5.2 / 4.5 eV
Total charge: -2
E: -7301.0648 a.u.

```
97
Properties=species:S:1:pos:R:3:forces:R:3:lowdin_charge:R:1
Tl 1.271 -0.956 0.525 0.3 -0.1 0.4 0.350
C 5.326 -0.441 -2.303 0.0 0.0 0.0 -0.122
C 4.341 -0.811 -1.390 0.0 0.0 0.0 -0.184
N 3.377 0.029 -1.052 -0.1 0.0 -0.1 0.070
C 3.379 1.246 -1.599 0.0 0.0 0.0 -0.202
C 4.339 1.576 -2.550 0.0 0.0 0.0 -0.080
N 5.312 0.738 -2.905 0.0 0.0 0.0 0.083
C 2.349 2.225 -1.129 0.0 0.0 0.0 -0.177
C 2.156 3.433 -1.795 0.0 0.0 0.0 0.047
C 1.236 4.353 -1.310 0.0 0.0 0.0 -0.131
C 0.569 4.022 -0.138 0.0 0.0 0.0 0.029
C 0.816 2.798 0.476 0.0 0.0 0.0 -0.199
N 1.660 1.907 -0.035 0.1 0.0 0.0 0.145
C 0.159 2.453 1.772 -0.1 0.0 0.1 -0.227
C -0.392 3.430 2.598 0.0 0.0 0.0 -0.087
N -0.971 3.142 3.759 0.0 0.0 0.0 0.085
C -0.988 1.861 4.110 0.0 0.0 0.0 -0.101
C -0.423 0.880 3.303 0.0 0.0 0.0 -0.113
N 0.137 1.176 2.144 0.0 0.1 -0.1 0.040
C 0.978 5.641 -2.014 0.0 0.0 0.0 -0.144
C 0.046 6.566 -1.547 0.0 0.0 0.0 -0.012
C -0.159 7.748 -2.238 0.0 0.0 0.0 -0.148
N 0.487 8.083 -3.352 0.0 0.0 0.0 0.048
C 1.378 7.202 -3.799 0.0 0.0 0.0 -0.149
C 1.653 5.994 -3.181 0.0 0.0 0.0 -0.013
H 6.137 -1.118 -2.540 0.0 0.0 0.0 0.111
H 4.328 -1.790 -0.918 0.0 0.0 0.0 0.035
H 4.347 2.539 -3.044 0.0 0.0 0.0 0.099
H 2.713 3.635 -2.694 0.0 0.0 0.0 0.087
H -0.155 4.694 0.295 0.0 0.0 0.0 0.091
H -0.356 4.481 2.337 0.0 0.0 0.0 0.105
H -1.456 1.608 5.054 0.0 0.0 0.0 0.108
H -0.420 -0.163 3.596 0.0 0.0 0.0 0.114
H -0.531 6.387 -0.652 0.0 0.0 0.0 0.101
H -0.886 8.465 -1.873 0.0 0.0 0.0 0.102
H 1.906 7.473 -4.707 0.0 0.0 0.0 0.102
H 2.396 5.347 -3.623 0.0 0.0 0.0 0.101
S 5.495 -2.182 3.975 0.1 0.0 -0.1 -0.065
As 4.428 -1.563 2.198 -0.2 0.0 0.2 -0.616
S 3.156 0.140 2.496 -0.1 -0.1 0.0 -0.133
S 3.321 -3.129 1.244 0.0 0.0 -0.2 -0.165
S 6.323 -1.106 1.292 0.1 0.0 0.0 -0.092
C -3.233 -0.600 -1.110 0.0 0.0 0.0 -0.324
P -2.105 0.625 -0.329 0.0 0.1 -0.1 0.790
C -3.187 1.162 1.062 0.0 0.0 0.0 -0.294
C -2.407 2.051 -1.468 0.0 0.0 0.0 -0.311
H -4.273 -0.263 -1.092 0.0 0.0 0.0 0.032
H -3.140 -1.553 -0.587 0.0 0.0 0.0 0.016
H -2.926 -0.764 -2.145 0.0 0.0 0.0 0.007
H -4.170 1.487 0.710 0.0 0.0 0.0 0.037
H -2.719 1.982 1.611 0.0 0.0 0.0 0.016
H -3.318 0.332 1.758 0.0 0.0 0.0 0.024
H -3.469 2.180 -1.700 0.0 0.0 0.0 0.032
H -1.855 1.901 -2.398 0.0 0.0 0.0 0.022
H -2.034 2.969 -1.008 0.0 0.0 0.0 0.015
F -2.575 -1.636 3.167 0.0 0.0 0.0 0.085
C -2.704 -2.366 4.284 0.0 0.0 0.0 -0.149
C -3.258 -1.751 5.365 0.0 0.0 0.0 -0.151
F -3.611 -0.464 5.226 0.0 0.0 0.0 0.092
C -3.492 -2.402 6.604 0.0 0.0 0.0 -0.057
C -3.055 -3.753 6.605 0.0 0.0 0.0 -0.151
C -2.498 -4.368 5.525 0.0 0.0 0.0 -0.150
F -2.122 -5.643 5.667 0.0 0.0 0.0 0.108
C -2.292 -3.724 4.276 0.0 0.0 0.0 -0.050
C -1.750 -4.371 3.147 0.0 0.0 0.0 -0.151
C -1.466 -3.685 1.935 0.0 0.1 0.0 -0.187
N -1.233 -3.145 0.943 -0.1 -0.1 -0.1 0.164
C -1.518 -5.772 3.087 -0.1 -0.1 0.0 -0.211
N -1.371 -6.910 2.976 0.0 0.0 0.0 0.150
F -3.190 -4.474 7.726 0.0 0.0 0.0 0.101
C -4.104 -1.778 7.709 0.0 0.0 0.0 -0.180
C -4.563 -0.433 7.697 -0.1 0.0 0.0 -0.232
N -4.979 0.642 7.752 0.0 0.0 0.0 0.136
C -4.370 -2.440 8.939 -0.1 -0.1 0.0 -0.232
N -4.640 -2.915 9.956 0.0 0.0 0.0 0.134
C 1.034 -4.209 -4.643 0.0 0.0 0.0 -0.209
N 1.988 -3.551 -3.763 0.0 0.0 0.0 -0.147
C 2.462 -2.335 -4.415 0.0 0.0 0.0 -0.191
N 1.396 -1.419 -4.826 0.0 0.0 0.0 -0.152
C 0.453 -2.154 -5.663 0.0 0.0 0.0 -0.215
N -0.089 -3.366 -5.053 0.0 0.0 0.0 -0.161
C -0.931 -3.034 -3.895 0.0 0.0 0.0 -0.350
P -0.072 -2.106 -2.516 -0.1 0.0 -0.1 0.943
C 1.395 -3.256 -2.452 0.0 0.0 0.0 -0.337
C 0.723 -0.853 -3.649 0.0 0.0 0.0 -0.338
H 0.645 -5.099 -4.144 0.0 0.0 0.0 0.123
H 1.566 -4.519 -5.549 0.0 0.0 0.0 0.119
H 3.021 -2.624 -5.310 0.0 0.0 0.0 0.122
H 3.136 -1.809 -3.738 0.0 0.0 0.0 0.110
H 0.972 -2.444 -6.581 0.0 0.0 0.0 0.118
H -0.375 -1.491 -5.926 0.0 0.0 0.0 0.118
H -1.333 -3.962 -3.478 0.0 0.0 0.0 0.081
H -1.787 -2.446 -4.241 0.0 0.0 0.0 0.073
H 1.074 -4.190 -1.983 0.0 0.0 0.0 0.094
H 2.161 -2.839 -1.793 0.0 0.0 0.0 0.037
H 1.452 -0.276 -3.073 0.0 0.0 0.0 0.064
H -0.046 -0.150 -3.986 0.0 0.0 0.0 0.078
```
Positions in Å, forces in eV/Å.

---

This record from OMol25 describes C10H12N2O3V as an isolated structure in a non-equilibrium geometry. The level of theory is the ωB97M-V functional and the def2-TZVPD basis.

Properties
Orbital gap (alpha / beta): 8.0 / 8.7 eV
⟨S²⟩: 0.759
Total charge: +2
Multiplicity: 2
E: -1666.9043 a.u.

```
28
Properties=species:S:1:pos:R:3:forces:R:3:nbo_charge:R:1
V 0.238 0.311 -0.325 0.4 -0.5 -2.6 1.249
C -2.642 -1.063 1.651 -0.1 0.0 0.3 -0.669
C -1.837 -1.023 0.404 0.1 0.1 -0.4 0.099
C -2.124 -0.099 -0.630 -0.2 -0.4 0.0 -0.224
C -1.484 -0.180 -1.880 -0.2 -0.3 0.0 -0.145
C -0.439 -1.088 -2.072 -0.4 -0.4 -0.2 -0.256
C -0.094 -1.974 -1.028 -0.3 -0.1 -0.2 -0.194
C -0.796 -1.952 0.177 -0.2 0.0 -0.1 -0.184
H -3.445 -1.796 1.521 0.0 0.0 -0.1 0.289
H -3.114 -0.108 1.876 0.0 0.0 0.0 0.260
H -2.056 -1.394 2.507 0.0 0.1 0.0 0.261
H -2.949 0.591 -0.501 0.1 0.2 0.1 0.287
H -1.822 0.444 -2.697 0.1 0.2 0.0 0.290
H 0.015 -1.199 -3.048 0.2 0.2 0.1 0.293
H 0.641 -2.750 -1.206 0.2 0.1 0.1 0.287
H -0.581 -2.696 0.935 0.1 0.1 0.1 0.283
N 2.478 0.440 -0.375 -0.3 -0.3 0.1 -0.760
C 2.934 0.772 1.000 -0.3 0.1 0.3 -0.353
C 1.686 1.001 1.868 2.1 0.9 0.2 0.766
O 1.583 1.660 2.831 -0.4 -0.4 -0.2 -0.384
O 0.663 0.313 1.250 -0.9 -0.8 3.6 -0.508
H 2.922 -0.415 -0.698 0.1 -0.1 0.0 0.425
H 2.764 1.165 -1.024 0.0 0.1 -0.1 0.430
H 3.546 1.670 1.038 0.0 0.0 -0.1 0.277
H 3.505 -0.043 1.445 0.0 0.0 -0.1 0.273
O 0.105 4.306 -1.097 0.0 -0.2 0.0 -0.316
C 0.132 3.168 -1.006 -0.1 0.2 -0.1 0.939
N 0.170 1.940 -0.917 -0.2 1.4 -0.5 -0.716
```
Positions in Å, forces in eV/Å.

---

Going through the records in order, we get energy relative to the best compared isomer or geometry (same formula, charge and spin) values of 32.77, 80.57, 21.17, 10.82 kcal/mol.